Record 1
Formula: C2H6N2S
Source: the OMol25 dataset
Level of theory: the ωB97M-V functional and the def2-TZVPD basis

## Properties
total charge = 0
energy relative to the best compared isomer or geometry (same formula, charge and spin) = 28.0 kcal per mole
SMILES = C/N=C\NS
energy = -587.45943 Ha
maximum force = 2.8 eV Å⁻¹
Kohn-Sham gap = 9.995 eV

XYZ file:
```
11
C2H6N2S the ωB97M-V functional and the def2-TZVPD basis
C -0.485 1.746 -0.202
N -1.022 0.533 -0.812
C -0.426 -0.606 -0.614
N 0.729 -0.819 0.161
S 1.395 -2.374 0.375
H 0.621 1.839 -0.423
H -1.103 2.553 -0.625
H -0.550 1.751 0.895
H -0.704 -1.546 -1.114
H 0.874 -0.243 0.950
H 0.671 -2.834 1.409
```

natural (NBO) atomic charge list, values in e, 2 entries: number 1, C, carries -0.461; number 2, N, carries -0.464

=====

Record 2
Formula: C2H6N2S2
Source: the OMol25 dataset
Level of theory: the ωB97M-V functional and the def2-TZVPD basis

## Properties
total charge = 0
energy relative to the best compared isomer or geometry (same formula, charge and spin) = 39.7 kcal per mole
SMILES = CN(S)/C=N\S
energy = -985.62018 Ha
maximum force = 1.0 eV Å⁻¹
Kohn-Sham gap = 9.346 eV

XYZ file:
```
12
C2H6N2S2 the ωB97M-V functional and the def2-TZVPD basis
C 2.333 -0.282 0.360
N 0.872 -0.247 0.179
S 0.059 -0.539 1.693
C 0.413 0.997 -0.325
N -0.680 1.189 -0.923
S -1.611 -0.117 -1.468
H 2.625 -1.215 0.852
H 2.785 -0.227 -0.649
H 2.640 0.547 1.018
H -1.147 -0.232 1.144
H 0.923 1.861 0.040
H -0.819 -1.117 -1.000
```

natural (NBO) atomic charge list, values in e, 2 entries: number 1, C, carries -0.424; number 2, N, carries -0.608

=====

Record 3
Formula: C2H6N3O
Source: the OMol25 dataset
Level of theory: the ωB97M-V functional and the def2-TZVPD basis

## Properties
total charge = +1
energy relative to the best compared isomer or geometry (same formula, charge and spin) = 140.7 kcal per mole
energy = -318.87811 Ha
maximum force = 4.6 eV Å⁻¹
Kohn-Sham gap = 7.223 eV

XYZ file:
```
12
C2H6N3O the ωB97M-V functional and the def2-TZVPD basis
C 0.408 -0.970 1.117
C 1.094 0.754 -0.050
N 1.525 -1.353 0.555
N 0.133 0.327 0.809
N -1.707 0.062 -0.707
O 1.977 -0.398 -0.186
H -0.137 -1.535 1.798
H 0.745 1.220 -0.960
H 1.916 1.608 0.358
H -1.572 0.728 -1.348
H -2.546 0.373 -0.253
H -1.836 -0.817 -1.134
```

natural (NBO) atomic charge list, values in e, 2 entries: number 1, C, carries 0.106; number 2, C, carries -0.066

=====

Record 4
Formula: C2H6N3O
Source: the OMol25 dataset
Level of theory: the ωB97M-V functional and the def2-TZVPD basis

## Properties
total charge = +1
energy relative to the best compared isomer or geometry (same formula, charge and spin) = 112.5 kcal per mole
energy = -318.92314 Ha
maximum force = 4.4 eV Å⁻¹
Kohn-Sham gap = 5.640 eV

XYZ file:
```
12
C2H6N3O the ωB97M-V functional and the def2-TZVPD basis
C 3.134 -0.389 0.956
C 1.011 -0.121 0.583
N 2.638 0.716 1.621
N 1.398 0.869 1.403
N -2.389 0.498 -0.735
O 1.966 -0.962 0.292
H 4.057 -0.144 0.257
H 3.382 -1.213 1.709
H 0.010 -0.387 0.089
H -3.349 0.356 -0.939
H -1.824 0.427 -1.587
H -2.345 1.412 -0.244
```

natural (NBO) atomic charge list, values in e, 2 entries: number 1, C, carries -0.072; number 2, C, carries 0.520

=====

Record 5
Formula: C2H6N3O
Source: the OMol25 dataset
Level of theory: the ωB97M-V functional and the def2-TZVPD basis

## Properties
expectation value of S² = 2.011
total charge = +1
energy relative to the best compared isomer or geometry (same formula, charge and spin) = 71.6 kcal per mole
spin multiplicity = 3
energy = -318.76666 Ha
maximum force = 9.3 eV Å⁻¹
Kohn-Sham gap (alpha / beta) = 5.563 / 7.174 eV

XYZ file:
```
12
C2H6N3O the ωB97M-V functional and the def2-TZVPD basis
C 0.384 1.318 0.245
C -0.150 -0.819 -0.783
N 0.403 0.693 -0.988
N -0.221 0.411 1.153
N -0.021 -0.963 0.666
O 0.740 2.417 0.497
H -1.110 -0.759 -1.074
H 0.438 -1.376 -1.344
H 0.625 1.224 -1.802
H -1.225 0.666 1.290
H -0.771 -1.608 1.149
H 0.907 -1.205 0.990
```

Löwdin atomic charge list, values in e, 2 entries: number 1, C, carries -0.614; number 2, C, carries 0.049

=====

Record 6
Formula: C2H6N3O2
Source: the OMol25 dataset
Level of theory: the ωB97M-V functional and the def2-TZVPD basis

## Properties
total charge = -1
energy relative to the best compared isomer or geometry (same formula, charge and spin) = 162.5 kcal per mole
SMILES = CN(C)N=[N+]([O-])[O-]
energy = -394.40120 Ha
maximum force = 5.5 eV Å⁻¹
Kohn-Sham gap = 8.001 eV

XYZ file:
```
13
C2H6N3O2 the ωB97M-V functional and the def2-TZVPD basis
C 0.600 1.045 0.542
N 0.346 -0.090 -0.274
C 0.014 0.207 -1.664
N -1.004 -0.830 0.364
N -0.748 -1.503 1.380
O -1.660 -2.250 1.770
O 0.374 -1.631 1.902
H 1.371 1.625 0.114
H -0.213 1.785 0.264
H 0.859 0.786 1.571
H 0.847 0.962 -1.809
H 0.193 -0.635 -2.312
H -0.978 0.529 -1.849
```

natural (NBO) atomic charge list, values in e, 2 entries: number 1, C, carries -0.431; number 2, N, carries -0.326

=====

Q: The lowest total charge belongs to which entry?
A: C2H6N3O2

=====

Q: What is the energy in the fourth record?
A: -318.92314 Ha

=====

Q: What is the total charge in the third record?
A: +1

=====

Q: Among the records above, which one has the lowest energy?
A: C2H6N2S2